(P)
The following is a quantum chemistry calculation of 2 unconnected molecules or ions with the total composition C3H11NOS2, from the Open Molecules 2025 dataset.

## Properties
HOMO-LUMO gap: 9.49 eV
Highest occupied orbital energy: -8.9 eV

Element x y z (Å)
N  1.52  -1.49  -0.77
C  0.37  -1.51  0.11
C  -0.88  -2.09  -0.59
C  -0.06  -0.11  0.51
S  0.37  0.47  2.19
S  2.27  1.29  2.15
H  1.44  -2.19  -1.49
H  2.42  -1.63  -0.33
H  0.44  -2.26  0.90
H  -1.14  -1.59  -1.53
H  -0.70  -3.08  -1.04
H  -1.71  -2.27  0.09
H  0.49  0.59  -0.12
H  -1.12  0.12  0.35
H  2.89  0.20  2.63
H  -2.69  5.20  -1.69
H  -1.51  5.02  -0.60
O  -2.40  5.33  -0.78

=====

(Q)
The following is a quantum chemistry calculation of 2 unconnected molecules or ions with the total composition C3H11NOS2, from the Open Molecules 2025 dataset.

## Properties
HOMO-LUMO gap: 8.92 eV
Highest occupied orbital energy: -8.4 eV

Element x y z (Å)
N  -0.58  -1.42  -1.45
C  0.63  -1.09  -0.63
C  0.64  -2.01  0.56
C  0.79  0.34  -0.05
S  0.75  1.14  -1.76
S  -0.63  2.80  -1.82
H  -0.42  -1.60  -2.42
H  -1.05  -2.26  -1.07
H  1.37  -1.43  -1.27
H  -0.20  -1.81  1.32
H  0.88  -3.12  0.38
H  1.39  -1.58  1.26
H  -0.10  0.63  0.48
H  1.68  0.69  0.37
H  -1.64  2.16  -1.33
H  -0.57  3.35  2.54
H  -1.57  2.18  2.29
O  -1.40  3.04  2.61

=====

Which is the most stable structure? (P) is the most stable.

=====

(P)
The following is a quantum chemistry calculation of 2 unconnected molecules or ions with the total composition C3H11NOS2, from the Open Molecules 2025 dataset.

## Properties
HOMO-LUMO gap: 8.96 eV
Highest occupied orbital energy: -8.9 eV

Element x y z (Å)
S  1.27  -1.78  2.50
S  -0.26  -2.03  0.94
C  -1.46  -0.52  1.23
C  -0.72  0.70  0.68
N  -0.75  0.92  -0.79
C  -0.22  2.20  -1.31
H  2.00  -0.79  1.90
H  -2.34  -0.57  0.56
H  -1.77  -0.33  2.25
H  0.27  0.83  1.10
H  -1.33  1.42  1.21
H  -0.12  0.16  -1.19
H  -1.04  2.99  -1.22
H  0.02  2.04  -2.40
H  0.74  2.33  -0.81
H  1.91  -2.97  -2.18
H  1.91  -2.44  -0.75
O  1.89  -2.15  -1.71

=====

(Q)
The following is a quantum chemistry calculation of 2 unconnected molecules or ions with the total composition C3H11NOS2, from the Open Molecules 2025 dataset.

## Properties
HOMO-LUMO gap: 9.55 eV
Highest occupied orbital energy: -9.0 eV

Element x y z (Å)
S  -0.60  -4.48  -0.93
S  -0.62  -2.48  -0.38
C  1.05  -1.96  -0.90
C  1.14  -0.48  -1.28
C  0.76  0.42  -0.12
N  0.79  1.82  -0.49
H  -1.30  -4.32  -2.06
H  1.25  -2.58  -1.77
H  1.77  -2.23  -0.14
H  0.42  -0.30  -2.08
H  2.13  -0.29  -1.68
H  1.36  0.22  0.78
H  -0.25  0.15  0.17
H  1.21  2.44  0.18
H  -0.08  2.14  -0.89
H  -2.88  4.22  4.62
H  -3.40  3.55  3.31
O  -2.74  4.18  3.67

=====

Which is the most stable structure? (Q) is the most stable.

=====

(P)
The following is a quantum chemistry calculation of 2 unconnected molecules or ions with the total composition C4H6N3O, from the Open Molecules 2025 dataset.

## Properties
HOMO-LUMO gap (spin up / spin down): 7.48 / 7.48 eV
Highest occupied orbital energy (spin up / spin down): -3.2 / -3.2 eV
Charge: -1

Element x y z (Å)
C  1.48  0.85  -0.37
C  1.85  -1.17  0.07
C  0.37  0.32  0.29
C  -0.83  0.96  0.68
N  2.43  -0.09  -0.49
N  0.64  -1.01  0.55
N  -2.36  0.12  -0.49
O  -2.17  -1.26  -0.22
H  1.64  1.87  -0.71
H  2.37  -2.12  0.12
H  -1.32  0.63  1.57
H  -0.95  2.00  0.42
H  -1.22  -1.39  -0.01
H  -1.92  0.29  -1.40

=====

(Q)
The following is a quantum chemistry calculation of a gas-phase ion, C4H6N3O (charge -1), from the Open Molecules 2025 dataset.

## Properties
HOMO-LUMO gap: 6.03 eV
Highest occupied orbital energy: -1.8 eV
Charge: -1

Element x y z (Å)
C  -2.17  -0.81  0.16
C  -2.17  0.61  0.19
C  -0.15  -0.05  -0.20
C  2.22  -0.63  -0.01
N  -0.88  -1.21  -0.16
N  -0.91  1.05  -0.09
N  1.16  0.11  -0.54
O  1.53  1.39  -0.39
H  -2.97  -1.47  0.32
H  -2.84  1.45  0.27
H  2.50  -0.22  0.92
H  1.96  -1.65  0.22
H  3.18  -0.50  -0.71
H  -0.45  1.93  0.03

=====

Which is the most stable structure? (Q) is the most stable.

=====

(P)
The following is a quantum chemistry calculation of C3H3NS2 in the gas phase, from the Open Molecules 2025 dataset.

## Properties
HOMO-LUMO gap (spin up / spin down): 7.22 / 7.23 eV
Highest occupied orbital energy (spin up / spin down): -9.6 / -9.6 eV

Element x y z (Å)
C  1.97  1.15  0.41
C  1.78  -0.12  -0.07
C  0.42  -0.62  -0.31
N  2.06  2.22  0.84
S  3.24  -1.26  -0.41
S  -0.54  -0.33  1.27
H  0.37  -1.64  -0.52
H  -0.13  -0.17  -1.05
H  -0.40  -1.76  1.49

=====

(Q)
The following is a quantum chemistry calculation of C3H3NS2 in the gas phase, from the Open Molecules 2025 dataset.

## Properties
HOMO-LUMO gap: 8.23 eV
Highest occupied orbital energy: -8.4 eV

Element x y z (Å)
C  -0.98  0.20  0.33
C  -0.24  1.33  0.13
C  0.33  -1.53  -0.47
N  -0.77  -0.99  -0.31
S  1.46  1.24  -0.28
S  1.87  -0.62  0.37
H  -2.00  0.41  0.77
H  -0.42  2.30  0.49
H  0.75  -2.34  -1.05

=====

Which is the most stable structure? (Q) is the most stable.

=====

(P)
The following is a quantum chemistry calculation of C3H3NS2 in the gas phase, from the Open Molecules 2025 dataset.

## Properties
HOMO-LUMO gap (spin up / spin down): 7.32 / 6.41 eV
Highest occupied orbital energy (spin up / spin down): -9.2 / -8.7 eV

Element x y z (Å)
C  -1.16  1.41  0.06
C  -1.24  0.02  0.13
C  1.48  -0.57  -0.07
N  -1.04  2.55  -0.10
S  -3.08  -0.81  -0.05
S  -0.19  -1.26  -0.06
H  1.90  -1.16  0.61
H  1.40  0.29  0.58
H  1.93  -0.47  -1.09

=====

(Q)
The following is a quantum chemistry calculation of C3H3NS2 in the gas phase, from the Open Molecules 2025 dataset.

## Properties
HOMO-LUMO gap: 8.47 eV
Highest occupied orbital energy: -9.2 eV

Element x y z (Å)
C  -1.74  0.25  -0.45
C  0.88  0.26  0.53
C  1.65  -0.71  -0.16
H  -2.58  0.85  -0.79
H  1.43  1.14  0.66
H  0.36  -0.11  1.43
N  2.32  -1.49  -0.70
S  -1.97  -1.37  -0.10
S  -0.34  1.17  -0.41

=====

Which is the most stable structure? (Q) is the most stable.